No. 1
{"formula": "C28H26N6O10S2Zr", "method": "ωB97M-V with the def2-TZVPD basis set", "molar_mass_g_mol": 761.91, "spin_multiplicity": 1, "charge": -2, "homo_energy_ev": -2.00, "homo_lumo_gap_ev": 6.34, "species": ["Zr", "C", "C", "C", "C", "C", "C", "N", "C", "C", "C", "C", "C", "C", "N", "N", "C", "C", "C", "C", "C", "N", "H", "H", "H", "H", "H", "H", "H", "H", "H", "H", "H", "H", "H", "N", "C", "C", "O", "N", "C", "C", "O", "O", "H", "H", "H", "H", "H", "H", "O", "S", "O", "O", "O", "C", "C", "C", "C", "C", "C", "C", "S", "O", "O", "O", "H", "H", "H", "H", "H", "H", "H"], "positions_angstrom": [[-0.10601, 0.87965, -0.50935], [4.53140, 2.15538, -4.27799], [4.17399, 0.82983, -4.46978], [3.47256, 0.14504, -3.48755], [3.12790, 0.76636, -2.28619], [3.50730, 2.10600, -2.09340], [4.18587, 2.78719, -3.08724], [2.39171, 0.05576, -1.33211], [2.94909, -0.26409, -0.19202], [4.34338, -0.06495, 0.12632], [4.92960, -0.68738, 1.18199], [4.19031, -1.53929, 2.04220], [2.85471, -1.70388, 1.81814], [2.18958, -1.04098, 0.76126], [0.83935, -1.16086, 0.57836], [0.35796, -2.23588, 1.05417], [-0.95740, -2.53128, 1.30184], [-1.45233, -3.73038, 0.74683], [-2.70890, -4.16572, 1.09684], [-3.46343, -3.41188, 1.99257], [-2.88428, -2.26818, 2.51336], [-1.66250, -1.84273, 2.21170], [5.06075, 2.69508, -5.05555], [4.43343, 0.32753, -5.39548], [3.17921, -0.88729, -3.63578], [3.19815, 2.60289, -1.18451], [4.44298, 3.83030, -2.93928], [4.92295, 0.57727, -0.52264], [5.98594, -0.53621, 1.37975], [4.67920, -2.03014, 2.87462], [2.24407, -2.31373, 2.47060], [-0.83287, -4.26796, 0.04268], [-3.11303, -5.07807, 0.67419], [-4.45962, -3.71423, 2.28490], [-3.42604, -1.64949, 3.22265], [-0.73693, 0.91262, 1.94961], [-2.11929, 1.40732, 1.88899], [-2.86427, 0.64932, 0.78451], [-4.09913, 0.62612, 0.75777], [-2.01255, 0.00827, -0.01585], [-2.57838, -0.78987, -1.08315], [-1.51261, -1.05165, -2.15317], [-1.82827, -1.64759, -3.17708], [-0.32015, -0.63031, -1.88087], [-0.72632, 0.05129, 2.47641], [-0.13759, 1.63435, 2.34086], [-2.09845, 2.46533, 1.63851], [-2.66249, 1.29160, 2.83259], [-3.43180, -0.29549, -1.55167], [-2.92249, -1.75930, -0.69716], [0.46234, 3.45549, 2.03257], [0.70135, 3.15067, 0.62211], [-0.61508, 2.86728, -0.06069], [1.38791, 1.79215, 0.55584], [1.48577, 4.16124, -0.03862], [0.47487, 0.64752, -8.46215], [0.21074, 1.04926, -7.03273], [-0.81784, 0.46659, -6.30436], [-1.07703, 0.85459, -4.99531], [-0.29831, 1.83612, -4.41526], [0.76108, 2.39972, -5.11539], [1.01620, 2.00582, -6.41539], [-0.57959, 2.44818, -2.75391], [-0.84603, 3.84822, -2.93711], [-1.66898, 1.65651, -2.17875], [0.68835, 2.08000, -2.09021], [-0.29510, -0.03433, -8.82313], [1.44053, 0.14255, -8.54561], [0.50403, 1.52202, -9.11538], [-1.42973, -0.30228, -6.76263], [-1.86439, 0.38213, -4.42468], [1.36735, 3.14804, -4.61883], [1.84457, 2.44085, -6.96445]]}


No. 2
{"formula": "C28H26N6O3", "method": "ωB97M-V with the def2-TZVPD basis set", "molar_mass_g_mol": 494.55, "spin_multiplicity": 1, "smiles": "Cc1cccc(N(C(=O)Cn2nnc3ccccc32)[C@H](C(=O)NCc2ccco2)c2ccncc2)c1C", "charge": 0, "relative_energy_kj_mol": 0.0, "homo_energy_ev": -8.82, "homo_lumo_gap_ev": 9.23, "species": ["C", "C", "C", "C", "C", "C", "C", "C", "H", "H", "H", "N", "C", "O", "C", "N", "C", "C", "C", "C", "C", "C", "N", "N", "H", "H", "H", "H", "H", "H", "C", "C", "C", "C", "N", "C", "C", "H", "H", "H", "H", "H", "C", "O", "N", "H", "C", "C", "C", "C", "C", "O", "H", "H", "H", "H", "H", "H", "H", "H", "H", "H", "H"], "positions_angstrom": [[4.08423, 2.26681, 0.59385], [2.66387, 2.57460, 0.23497], [2.32748, 3.82952, -0.25170], [1.02380, 4.14319, -0.58567], [0.03518, 3.19087, -0.44010], [0.36263, 1.92578, 0.02707], [1.67178, 1.59922, 0.38167], [2.01177, 0.24316, 0.91812], [1.24738, -0.48834, 0.66655], [2.08836, 0.28174, 2.00525], [2.96260, -0.10485, 0.52120], [-0.68343, 0.95958, 0.18963], [-1.21487, 0.26979, -0.83213], [-2.08584, -0.57725, -0.69171], [-0.73931, 0.60457, -2.25328], [0.67211, 0.71524, -2.44104], [1.64118, -0.22197, -2.25448], [1.64017, -1.55350, -1.85728], [2.86890, -2.16881, -1.78717], [4.05936, -1.49475, -2.09875], [4.06831, -0.18063, -2.50230], [2.83527, 0.46551, -2.58504], [2.49051, 1.73304, -2.94961], [1.23494, 1.85764, -2.86327], [4.97863, 0.33973, -2.75225], [4.99184, -2.03391, -2.02068], [2.92402, -3.20210, -1.48213], [0.72651, -2.07447, -1.61447], [-1.17119, 1.56485, -2.55189], [-1.14817, -0.18043, -2.90061], [-1.22466, 0.85759, 1.54710], [-2.72057, 1.07586, 1.61364], [-3.42267, 1.77535, 0.64060], [-4.78863, 1.95056, 0.79869], [-5.46861, 1.49972, 1.83642], [-4.79944, 0.85097, 2.77324], [-3.43624, 0.61293, 2.71418], [-2.93898, 0.08392, 3.51223], [-5.38691, 0.50328, 3.61261], [-5.36685, 2.48286, 0.05486], [-2.92934, 2.17574, -0.23107], [-0.74081, 1.65949, 2.12003], [-0.83200, -0.45677, 2.26687], [-0.10227, -0.44761, 3.23724], [-1.39936, -1.55191, 1.74959], [-1.95714, -1.46088, 0.90208], [-1.14049, -2.88071, 2.26994], [-0.54294, -3.76097, 1.22390], [0.73074, -3.87267, 0.74623], [0.68393, -4.85357, -0.27490], [-0.61235, -5.25861, -0.34314], [-1.36087, -4.60273, 0.55619], [-1.10682, -5.97956, -0.96313], [1.49947, -5.21195, -0.86893], [1.58913, -3.32932, 1.08525], [-0.45575, -2.76275, 3.11412], [-2.08080, -3.32460, 2.61269], [-0.98931, 3.42265, -0.68955], [0.77722, 5.12409, -0.95965], [3.10147, 4.57210, -0.37228], [4.48615, 1.50416, -0.07358], [4.70044, 3.15707, 0.50446], [4.15249, 1.89215, 1.61374]]}


No. 3
{"formula": "C28H27BF4N7O2S4W", "method": "ωB97M-V with the def2-TZVPD basis set", "molar_mass_g_mol": 892.48, "spin_multiplicity": 3, "charge": 1, "relative_energy_kj_mol": 212.6, "homo_energy_ev": [-10.46, -10.64], "homo_lumo_gap_ev": [6.95, 7.00], "s2": 2.013, "species": ["W", "C", "C", "N", "N", "C", "S", "S", "C", "C", "C", "C", "C", "C", "C", "C", "C", "C", "C", "C", "C", "O", "H", "H", "H", "H", "H", "H", "H", "H", "H", "H", "H", "H", "H", "H", "O", "C", "C", "C", "C", "C", "C", "N", "H", "H", "H", "H", "H", "H", "H", "N", "C", "N", "C", "C", "S", "C", "C", "S", "C", "N", "N", "H", "H", "H", "H", "H", "H", "F", "B", "F", "F", "F"], "positions_angstrom": [[1.24794, -0.27519, -0.01215], [0.07224, -2.60205, 2.78624], [-0.04652, -1.14572, 2.51575], [-0.51905, -0.63858, 1.38359], [-1.25380, 0.54338, 1.64679], [-1.19240, 1.54272, 0.85566], [-0.08966, 1.70567, -0.50310], [-2.18085, 2.91393, 1.32346], [-2.77291, 3.52863, -0.28831], [-3.93135, 2.73629, -0.83075], [-3.73729, 1.57788, -1.57635], [-4.82591, 0.85145, -2.03604], [-6.11974, 1.26852, -1.75735], [-6.32079, 2.42601, -1.01850], [-5.23150, 3.15246, -0.56155], [0.47692, -0.22949, 3.50697], [0.21009, -0.23886, 4.87425], [0.92055, 0.58396, 5.72568], [1.95076, 1.36722, 5.20803], [2.25734, 1.34925, 3.85830], [1.51109, 0.56692, 2.98832], [1.83417, 0.55024, 1.68328], [-0.78971, -3.14845, 2.40925], [0.11927, -2.73384, 3.86726], [1.00186, -3.01014, 2.38559], [-1.93277, 3.58621, -0.97770], [-3.08940, 4.54662, -0.06064], [-2.73034, 1.24985, -1.80712], [-4.66656, -0.04488, -2.62274], [-6.96521, 0.69927, -2.12036], [-7.32459, 2.76624, -0.80166], [-5.39117, 4.05679, 0.01432], [-0.58520, -0.86874, 5.25375], [0.69367, 0.60530, 6.78179], [2.53820, 1.98652, 5.87314], [3.08873, 1.91610, 3.46076], [-0.37716, -3.19170, -0.07261], [-1.64039, -2.67264, -0.45695], [-1.40686, -1.80560, -1.65951], [-2.32058, -1.87018, -2.70445], [-2.12751, -1.11518, -3.84411], [-0.99460, -0.31978, -3.91641], [-0.13648, -0.30496, -2.83866], [-0.32203, -1.01595, -1.71260], [-0.47996, -3.79904, 0.66937], [-2.07725, -2.07889, 0.34967], [-2.32931, -3.47585, -0.72200], [-3.17387, -2.52778, -2.61102], [-2.83301, -1.15509, -4.66325], [-0.77697, 0.28516, -4.78450], [0.74067, 0.32544, -2.86995], [1.59425, -3.35067, -1.99437], [2.42476, -2.35387, -2.28264], [2.44330, -1.15273, -1.71260], [3.49401, -0.39523, -2.23774], [4.19267, -0.96500, -3.22934], [3.59496, -2.54858, -3.53864], [3.72296, 0.87603, -1.59135], [4.71427, 1.75390, -1.79846], [4.54923, 3.08681, -0.72553], [3.11623, 2.38522, -0.06326], [2.79905, 1.21184, -0.60686], [2.46339, 3.03042, 0.90308], [0.97463, -3.29824, -1.19129], [1.76419, -4.25389, -2.40134], [5.03789, -0.56606, -3.76307], [5.53790, 1.68197, -2.48740], [2.69110, 3.98717, 1.10793], [1.58997, 2.65567, 1.23747], [4.18441, -0.96704, 0.82018], [3.59222, -2.04328, 1.41597], [2.13696, -2.08023, 0.71897], [4.11705, -3.24856, 1.08996], [3.29381, -1.86510, 2.73944]]}


No. 4
{"formula": "C28H27BrF6MnN4O4S", "method": "ωB97M-V with the def2-TZVPD basis set", "molar_mass_g_mol": 764.44, "spin_multiplicity": 5, "charge": 1, "relative_energy_kj_mol": 12.7, "homo_energy_ev": [-10.28, -10.32], "homo_lumo_gap_ev": [6.78, 6.95], "s2": 6.039, "species": ["Mn", "C", "C", "C", "C", "C", "Br", "N", "C", "H", "H", "H", "H", "H", "H", "C", "O", "C", "C", "C", "C", "C", "C", "N", "N", "C", "C", "C", "C", "O", "C", "N", "C", "C", "C", "C", "H", "H", "H", "H", "H", "H", "H", "H", "H", "H", "H", "H", "C", "S", "C", "O", "H", "H", "H", "H", "H", "H", "C", "C", "O", "C", "F", "F", "F", "C", "F", "F", "F", "H", "H", "H"], "positions_angstrom": [[-0.64511, 0.52281, -1.21064], [3.88417, 0.32763, -4.24618], [3.43528, 0.30836, -2.81321], [4.32013, 0.15707, -1.75207], [3.84742, 0.11654, -0.45293], [2.48429, 0.23324, -0.25053], [1.82218, 0.14697, 1.51722], [1.61430, 0.38811, -1.24071], [2.09213, 0.42168, -2.49504], [4.96660, 0.41569, -4.31632], [3.43801, 1.16200, -4.78707], [3.58620, -0.58998, -4.75530], [5.38284, 0.06534, -1.94002], [4.51152, -0.00865, 0.38901], [1.34971, 0.53486, -3.27439], [4.32608, -0.62376, 4.55019], [3.44999, -1.73823, 4.50281], [2.13880, -1.51831, 4.75698], [1.33797, -2.65714, 4.86290], [-0.00777, -2.53352, 5.13467], [-0.58840, -1.27223, 5.23922], [0.20788, -0.14159, 5.16014], [1.57401, -0.25840, 4.93212], [-1.98964, -1.20790, 5.56069], [-2.77191, -0.54381, 4.87109], [-2.31492, 0.07667, 3.65459], [-2.31250, 1.43743, 3.52612], [-1.86786, 2.07609, 2.34683], [-1.47964, 1.32247, 1.27151], [-1.01405, 1.80399, 0.10764], [-1.57344, -0.08337, 1.36898], [-1.20949, -0.76034, 0.24119], [-1.21664, -2.07670, 0.23813], [-1.61675, -2.80914, 1.36363], [-1.99937, -2.14766, 2.50198], [-1.97334, -0.73648, 2.54072], [5.32280, -1.01832, 4.37733], [4.29269, -0.13950, 5.52884], [4.08289, 0.10613, 3.77372], [1.80341, -3.62822, 4.76184], [-0.62388, -3.41409, 5.26911], [-0.22299, 0.83883, 5.30714], [2.18075, 0.63516, 4.90588], [-2.62109, 2.04009, 4.37114], [-1.81963, 3.15567, 2.29596], [-0.90296, -2.55651, -0.67958], [-1.62243, -3.88820, 1.31582], [-2.32818, -2.70305, 3.37042], [-2.61003, 3.65178, -1.94971], [-0.85189, 3.46619, -2.18204], [-0.70721, 4.18437, -3.80575], [-0.65105, 1.97285, -2.52175], [-2.82696, 4.71786, -1.88351], [-2.85780, 3.16229, -1.01108], [-3.13301, 3.19277, -2.78670], [-0.96204, 5.24142, -3.73923], [-1.37018, 3.65521, -4.48794], [0.32937, 4.07414, -4.11624], [-2.10218, -2.54439, -3.29371], [-1.64202, -1.09762, -3.47521], [-0.69813, -0.76828, -2.52221], [-0.98037, -0.95331, -4.86393], [-0.37409, 0.23337, -5.01939], [-1.88108, -1.08951, -5.84677], [-0.04281, -1.89584, -5.02637], [-2.88916, -0.16499, -3.40791], [-4.00042, -0.75927, -3.83349], [-2.75914, 0.97645, -4.09714], [-3.10137, 0.19186, -2.10959], [-1.21708, -3.16687, -3.18586], [-2.68795, -2.89473, -4.14097], [-2.71343, -2.62347, -2.39502]]}


> The lowest charge belongs to which entry?

C28H26N6O10S2Zr